The following is a DFT calculation (the ωB97M-V functional and the def2-TZVPD basis) of the molecule C19H23N3O2.

Element x y z (Å)
C  -7.7140  -0.1220  1.0048
O  -6.4557  -0.6776  0.7248
C  -5.4365  0.1798  0.3513
C  -5.5445  1.5537  0.2339
C  -4.4345  2.2957  -0.1530
C  -3.2356  1.6779  -0.4204
C  -3.1027  0.2900  -0.3094
C  -4.2176  -0.4580  0.0823
O  -4.1296  -1.8146  0.2049
H  -5.0008  -2.1331  0.4780
C  -1.8538  -0.3853  -0.5836
N  -0.8275  0.2898  -0.9372
N  0.3390  -0.2234  -1.2946
C  1.4394  0.7169  -1.2617
H  1.0300  1.7189  -1.3860
C  2.1942  0.6102  0.0763
N  2.6282  -0.7419  0.3789
C  3.8097  -1.1605  -0.3561
C  5.0130  -0.3640  0.0759
C  5.9006  0.1570  -0.8544
C  7.0128  0.8711  -0.4417
C  7.2437  1.0771  0.9068
C  6.3584  0.5651  1.8415
C  5.2519  -0.1532  1.4287
H  4.5529  -0.5516  2.1480
H  6.5339  0.7253  2.8953
H  8.1097  1.6365  1.2289
H  7.6976  1.2702  -1.1758
H  5.7240  0.0023  -1.9101
H  3.9845  -2.2150  -0.1142
H  3.6975  -1.0858  -1.4501
C  1.5097  -1.6607  0.3028
C  0.7685  -1.5877  -1.0435
H  -0.0906  -2.2574  -1.0487
H  1.4363  -1.8799  -1.8603
H  1.8672  -2.6764  0.4858
H  0.8102  -1.3904  1.1015
H  3.0664  1.2663  0.0738
H  1.5208  0.9256  0.8798
H  2.1114  0.4978  -2.0977
H  -1.8749  -1.4691  -0.4694
H  -2.3694  2.2427  -0.7231
H  -4.5257  3.3678  -0.2421
H  -6.4767  2.0556  0.4377
H  -8.3552  -0.9613  1.2711
H  -8.1300  0.3884  0.1302
H  -7.6652  0.5775  1.8454

Cartesian forces (eV/Å) of the 6 atoms listed first:
C -0.3 0.1 0.1
O 0.7 0.1 -0.2
C -0.1 -0.1 0.0
C -0.2 -0.2 0.1
C 0.1 0.1 0.0
C -0.1 -0.1 0.0

The value obtained for the highest occupied orbital energy is -0.2624 Ha. As for the spin multiplicity: 1. The gap between HOMO and LUMO comes out at 7.972 eV. Its net charge is 0. The LUMO energy is 0.83 eV. As for the SMILES: COc1cccc(/C=N/N2CCN(Cc3ccccc3)CC2)c1O.

Mulliken atomic charge list, values in e, 6 entries:
1. C -0.911
2. O -0.466
3. C 1.130
4. C -0.515
5. C -0.911
6. C -0.763

=====

The following is a DFT calculation (the ωB97M-V functional and the def2-TZVPD basis) of the molecule C3H4OS in a non-equilibrium geometry.

Element x y z (Å)
C  0.8779  -0.9883  0.4173
C  -0.0271  -0.2860  -0.6144
C  -0.7298  0.9204  -0.0798
O  -0.3516  -0.7564  -1.6574
S  1.2951  -0.6718  1.9775
H  1.4389  -1.7680  -0.0088
H  -1.7183  0.8282  -0.4324
H  -0.2166  1.7937  -0.5317
H  -0.5684  0.9282  0.9298

Cartesian forces (eV/Å) of the 6 atoms listed first:
C 1.0 0.6 0.8
C -1.1 0.6 2.6
C 1.9 0.4 -2.6
O 0.8 -1.2 -1.2
S -1.0 0.1 -1.6
H 0.4 -1.3 -0.8

The value obtained for the highest occupied orbital energy is -0.3399 Ha. As for the spin multiplicity: 1. The gap between HOMO and LUMO comes out at 7.674 eV. Its net charge is 0. The LUMO energy is -1.58 eV. As for the SMILES: CC(=O)C=S.

Mulliken atomic charge list, values in e, 6 entries:
1. C -0.373
2. C 0.704
3. C -1.015
4. O -0.481
5. S -0.169
6. H 0.360

=====

The following is a DFT calculation (the ωB97M-V functional and the def2-TZVPD basis) of the molecule C2H3BrO2 in a non-equilibrium geometry.

Element x y z (Å)
C  0.2674  0.6866  0.6829
C  -0.4816  -0.6271  -0.7207
O  -0.4786  -0.5498  0.6797
O  0.1429  1.0074  -0.6745
Br  0.9045  -1.5855  -1.4061
H  -0.1680  1.3869  1.5314
H  1.2166  0.4475  1.0823
H  -1.4032  -0.7660  -1.1750

Cartesian forces (eV/Å) of the 6 atoms listed first:
C -2.0 0.4 2.3
C 2.7 4.5 2.9
O -0.5 0.1 -0.8
O -1.5 -2.8 0.0
Br 1.0 -1.3 -1.0
H 0.2 -0.8 -2.1

The value obtained for the highest occupied orbital energy is -0.3697 Ha. As for the spin multiplicity: 1. The gap between HOMO and LUMO comes out at 10.650 eV. Its net charge is 0. The LUMO energy is 0.59 eV. As for the SMILES: BrC1OCO1.

Mulliken atomic charge list, values in e, 6 entries:
1. C -0.142
2. C 0.170
3. O -0.332
4. O -0.428
5. Br -0.070
6. H 0.188

=====

The following is a DFT calculation (the ωB97M-V functional and the def2-TZVPD basis) of the molecule C8H10I2S in a non-equilibrium geometry.

Element x y z (Å)
C  -0.6237  0.1708  0.5248
C  -1.3270  -0.8240  1.4106
C  -1.6825  0.6952  -0.4935
C  1.6709  1.0241  -0.3778
C  0.8251  0.1941  0.4919
C  1.4031  -0.3862  -0.7967
C  -2.9580  0.8064  0.2361
C  2.5519  -1.3931  -0.7661
S  -3.0715  -0.7115  1.2388
I  -0.5053  -1.9739  2.9800
I  -3.1641  2.6180  1.5555
H  -1.4527  1.5472  -1.1009
H  -1.6847  -0.0762  -1.2597
H  1.2047  1.7889  -1.0799
H  2.6384  1.2307  0.0085
H  1.1827  -0.3501  1.3556
H  0.5165  -0.5548  -1.6450
H  -3.9250  0.8788  -0.3355
H  3.0783  -1.0637  0.2370
H  3.0409  -1.2198  -1.7035
H  2.2818  -2.4010  -0.4804

Cartesian forces (eV/Å) of the 6 atoms listed first:
C -0.9 1.7 -0.1
C -1.3 -1.1 0.2
C 2.4 -0.6 0.4
C -1.1 1.0 -2.0
C -1.9 -1.4 0.0
C -1.8 -1.3 -2.4

The value obtained for the highest occupied orbital energy (alpha / beta) is -0.2025 / -0.3353 Ha. As for the spin multiplicity: 3. The gap between HOMO and LUMO (alpha / beta) comes out at 5.643 / 7.634 eV. Its net charge is 0. The LUMO energy (alpha / beta) is 0.13 / -1.49 eV.

Mulliken atomic charge list, values in e, 6 entries:
1. C 0.049
2. C -0.391
3. C -0.747
4. C -0.745
5. C 0.374
6. C 0.419

=====

The following is a DFT calculation (the ωB97M-V functional and the def2-TZVPD basis) of C4H11N5PdTe4 as an isolated structure.

Element x y z (Å)
Pd  -0.1152  -0.1295  0.1144
Te  -2.5940  0.3690  0.3886
Te  -4.1702  -1.7092  0.5465
Te  -2.5434  -3.7325  0.6091
Te  -0.1817  -2.6644  0.2835
C  4.6033  -1.0055  0.1865
N  4.1518  0.3769  0.0331
C  5.1514  1.4119  -0.2481
C  2.8370  0.6305  -0.0140
N  1.9249  -0.3006  0.0425
N  2.4998  1.9678  -0.1263
C  1.2611  2.5516  -0.2380
N  1.2915  3.8829  -0.4052
N  0.1526  1.8800  -0.1789
H  5.6653  -1.0005  0.4060
H  4.4365  -1.5886  -0.7222
H  4.1074  -1.4798  1.0346
H  6.1340  0.9551  -0.2151
H  5.1444  2.1948  0.5141
H  5.0189  1.8412  -1.2429
H  2.3417  -1.2171  0.0937
H  3.2764  2.6070  -0.1075
H  2.1483  4.3964  -0.5194
H  0.4383  4.4120  -0.4628
H  -0.6483  2.4754  -0.3405

Cartesian forces (eV/Å) of the 6 atoms listed first:
Pd -0.1 -0.1 0.1
Te 0.1 0.0 0.0
Te 0.0 0.0 0.0
Te 0.0 0.0 0.0
Te 0.0 0.1 0.0
C 0.0 0.0 0.1

The value obtained for the highest occupied orbital energy (alpha / beta) is -0.5209 / -0.5207 Ha. As for the spin multiplicity: 1. The gap between HOMO and LUMO (alpha / beta) comes out at 4.862 / 4.854 eV. Its net charge is +2. The LUMO energy (alpha / beta) is -9.31 / -9.32 eV.

Mulliken atomic charge list, values in e, 6 entries:
1. Pd 0.449
2. Te 0.232
3. Te 0.290
4. Te 0.281
5. Te 0.271
6. C -1.131

=====

The following is a DFT calculation (the ωB97M-V functional and the def2-TZVPD basis) of C29H53BHfO2P2 as an isolated structure in a non-equilibrium geometry.

Element x y z (Å)
Hf  -0.9063  -0.3801  1.0488
C  -1.3631  -0.3792  3.4657
C  -2.2372  0.6061  2.8717
C  -2.8443  -1.4926  2.0595
C  -1.7461  -1.6718  2.9623
C  -3.1467  -0.0874  1.9919
C  -0.3115  -0.1372  4.4896
H  0.1303  0.8605  4.3842
H  0.4877  -0.8840  4.4145
H  -0.7238  -0.2018  5.5081
C  -1.2141  -2.9927  3.3882
H  -0.3555  -2.8787  4.0588
H  -0.9017  -3.5962  2.5285
H  -1.9865  -3.5624  3.9255
C  -3.5917  -2.6048  1.4132
H  -4.0532  -3.2540  2.1717
H  -2.9203  -3.2341  0.8159
H  -4.3848  -2.2243  0.7606
C  -4.2456  0.5211  1.1892
H  -5.1988  0.5109  1.7412
H  -4.4033  -0.0391  0.2573
H  -4.0230  1.5644  0.9382
C  -2.2770  2.0646  3.1899
H  -3.0098  2.2883  3.9800
H  -2.5715  2.6494  2.3060
H  -1.3065  2.4249  3.5495
C  3.6690  2.6324  -1.0322
C  3.4638  3.3589  0.0834
C  3.2114  4.8299  0.1024
C  2.2507  5.3415  -1.0098
C  1.1730  4.3808  -1.3815
C  1.1809  3.5481  -2.4424
C  2.3943  3.1652  -3.2223
C  3.7360  3.1451  -2.4317
H  4.1614  5.3833  0.0080
H  2.8404  5.6530  -1.8857
H  2.8057  5.1169  1.0844
H  4.1913  4.1468  -2.4783
H  3.9782  1.5895  -0.9470
H  3.6938  2.9157  1.0608
H  4.4127  2.4661  -2.9796
H  2.2307  2.1722  -3.6758
H  0.2435  3.1697  -2.8719
H  2.5247  3.8567  -4.0732
H  1.7614  6.2507  -0.6188
H  0.2924  4.4618  -0.7338
P  1.4602  0.4509  1.0143
C  3.1142  -0.2018  0.9084
C  1.4056  1.9057  2.0997
P  -0.9187  1.1661  -0.9301
C  0.9412  1.2352  -0.6170
C  -1.6928  2.7930  -0.8445
C  -1.1827  0.6560  -2.6382
H  3.0909  -1.1901  0.4251
H  3.5250  -0.3270  1.9184
H  3.7705  0.4600  0.3364
H  1.7510  2.7996  1.5645
H  2.0603  1.7207  2.9588
H  0.3985  2.1148  2.4777
H  -0.6428  1.3142  -3.3316
H  -2.2639  0.7154  -2.8383
H  -0.8594  -0.3852  -2.7679
H  1.4873  0.7611  -1.4442
H  1.2856  2.2655  -0.5342
H  -2.7368  2.6911  -1.1803
H  -1.1830  3.5129  -1.4952
H  -1.7014  3.1749  0.1861
C  1.6466  -4.0487  -1.6733
C  0.2112  -3.6078  -1.9708
C  -0.0457  -3.7377  -3.4596
O  0.0673  -2.2374  -1.6084
B  -0.4708  -2.2438  -0.3000
O  -0.7853  -3.5504  0.1452
C  -0.8227  -4.3453  -1.0307
C  -2.2478  -4.3396  -1.6020
C  -0.4738  -5.7575  -0.6191
H  1.8624  -4.0524  -0.5947
H  2.3520  -3.3652  -2.1605
H  1.8330  -5.0536  -2.0733
H  0.6792  -3.1473  -4.0319
H  0.0695  -4.7883  -3.7607
H  -1.0496  -3.3991  -3.7430
H  -2.3119  -4.9841  -2.4868
H  -2.9403  -4.7445  -0.8515
H  -2.5950  -3.3309  -1.8770
H  0.4791  -5.8018  -0.0784
H  -1.2528  -6.1479  0.0440
H  -0.4246  -6.4042  -1.5001

Cartesian forces (eV/Å) of the 6 atoms listed first:
Hf -0.8 -0.7 1.3
C -0.7 -0.1 -0.7
C -0.3 -1.2 0.0
C 0.5 0.4 0.5
C -0.7 0.8 0.0
C 0.8 -0.1 0.6

The value obtained for the highest occupied orbital energy is -0.5227 Ha. As for the spin multiplicity: 1. The gap between HOMO and LUMO comes out at 7.188 eV. Its net charge is +2. The LUMO energy is -7.04 eV.

Mulliken atomic charge list, values in e, 6 entries:
1. Hf -0.668
2. C 0.749
3. C 0.532
4. C 0.622
5. C 0.426
6. C 0.478